The following is a quantum chemistry calculation of a single C4H8O2 molecule, from OMol25.

Properties
* total charge: 0
* max |F|: 1.67 eV Å⁻¹
* HOMO-LUMO gap: 9.16 eV
* relative energy (zero: lowest compared OMol25 entry of this formula, charge and spin): 112.9 kcal/mol
* LUMO level: 0.51 eV
* total energy: -8368.385 eV

Geometry as XYZ:
```
14
Properties=species:S:1:pos:R:3:nbo_charge:R:1
O -1.877 -1.146 -0.988 -0.716
C -1.098 0.022 -0.825 -0.064
C -0.295 -0.162 0.443 -0.424
C 2.158 -0.781 0.226 0.116
O 1.857 0.461 -0.104 -0.500
C 0.743 0.962 0.657 -0.087
H -2.235 -1.146 -1.881 0.473
H -1.719 0.924 -0.751 0.157
H -0.391 0.151 -1.659 0.170
H -0.933 -0.317 1.315 0.220
H 1.920 -0.863 1.340 0.044
H 0.262 -1.084 0.244 0.220
H 1.035 1.075 1.709 0.193
H 0.463 1.947 0.255 0.198
```

The following is a quantum chemistry calculation of a molecular structure, C38H36N3OP2RhS, from OMol25.

Properties
* total charge: +2
* 2S+1: 5
* max |F|: 0.52 eV Å⁻¹
* HOMO-LUMO gap (alpha / beta): 7.24 / 5.86 eV
* relative energy (zero: lowest compared OMol25 entry of this formula, charge and spin): 0.0 kcal/mol
* LUMO level (alpha / beta): -5.33 / -7.93 eV
* <S²>: 6.03
* total energy: -78913.809 eV

Geometry as XYZ:
```
82
Properties=species:S:1:pos:R:3:lowdin_spin:R:1
Rh 0.809 0.464 -0.416 1.818
C -2.583 -0.391 1.233 0.029
C -1.692 0.743 1.799 0.094
P -0.163 0.352 2.712 0.495
C -0.433 -0.658 4.109 0.058
C -1.739 -0.850 4.598 0.062
C -1.934 -1.600 5.740 -0.003
C -0.843 -2.152 6.407 0.091
C 0.453 -1.954 5.937 -0.005
C 0.667 -1.207 4.796 0.066
C 1.501 0.221 2.018 0.090
C 2.295 1.384 2.126 0.047
C 3.652 1.332 1.876 0.014
C 4.249 0.124 1.530 0.026
C 3.487 -1.030 1.431 0.021
C 2.121 -0.995 1.674 0.044
C -2.385 -0.686 -0.256 0.024
P -0.725 -1.336 -0.697 0.103
C -0.784 -1.655 -2.478 0.008
C 0.336 -2.261 -3.056 0.005
C 0.364 -2.520 -4.419 -0.001
C -0.713 -2.154 -5.218 0.005
C -1.818 -1.536 -4.651 0.000
C -1.859 -1.290 -3.283 0.004
C -0.730 -2.988 0.073 0.022
C -0.606 -3.100 1.460 0.007
C -0.673 -4.332 2.089 0.000
C -0.862 -5.482 1.334 0.005
C -0.997 -5.384 -0.042 0.000
C -0.937 -4.147 -0.671 0.008
H -3.616 -0.063 1.361 0.002
H -2.488 -1.303 1.823 0.000
H -2.256 1.315 2.543 0.011
H -1.427 1.474 1.032 0.015
H -2.592 -0.418 4.094 0.002
H -2.935 -1.752 6.119 -0.002
H -1.003 -2.733 7.305 0.005
H 1.294 -2.378 6.468 -0.002
H 1.674 -1.040 4.438 0.003
H 1.850 2.314 2.455 0.008
H 4.247 2.231 1.964 0.000
H 5.314 0.083 1.345 0.001
H 3.952 -1.969 1.164 0.001
H 1.553 -1.912 1.620 0.002
H -2.542 0.228 -0.836 0.001
H -3.133 -1.415 -0.576 0.005
H 1.187 -2.533 -2.442 0.001
H 1.228 -3.004 -4.855 0.000
H -0.692 -2.358 -6.280 0.000
H -2.659 -1.253 -5.270 0.000
H -2.734 -0.814 -2.863 0.000
H -0.470 -2.218 2.075 0.004
H -0.578 -4.397 3.166 0.000
H -0.912 -6.448 1.818 0.000
H -1.155 -6.274 -0.636 0.000
H -1.059 -4.098 -1.744 0.000
O -0.403 1.756 -2.296 0.260
C -0.150 2.149 -1.177 0.256
S 2.922 0.125 -1.624 0.147
C 2.590 1.008 -3.068 0.027
N 1.727 0.667 -4.013 0.007
C 1.608 1.711 -5.035 0.001
C 2.873 2.549 -4.771 0.001
N 3.213 2.134 -3.404 0.011
H 1.036 -0.054 -3.862 0.000
H 0.693 2.284 -4.879 0.001
H 1.598 1.281 -6.032 0.000
H 2.682 3.617 -4.817 0.000
H 3.684 2.302 -5.457 0.000
H 4.025 2.449 -2.898 0.001
N -2.492 8.089 1.266 -0.001
C -2.088 7.104 0.836 0.000
C -1.583 5.861 0.314 -0.002
C -0.573 5.190 1.002 0.001
C -0.107 3.984 0.508 0.006
C -0.630 3.459 -0.667 0.068
C -1.629 4.141 -1.361 0.008
C -2.109 5.340 -0.867 0.004
H -0.168 5.619 1.908 0.000
H 0.685 3.453 1.018 0.004
H -2.026 3.725 -2.277 0.001
H -2.889 5.879 -1.388 0.001
```

The following is a quantum chemistry calculation of 3 unconnected molecules or ions with the total composition C6H9N3, from OMol25.

Properties
* total charge: 0
* max |F|: 0.64 eV Å⁻¹
* HOMO-LUMO gap: 11.62 eV
* relative energy (zero: lowest compared OMol25 entry of this formula, charge and spin): 8.7 kcal/mol
* LUMO level: 0.48 eV
* total energy: -10837.250 eV

Geometry as XYZ:
```
18
Properties=species:S:1:pos:R:3:nbo_charge:R:1
C 0.659 2.114 0.455 -0.725
C -0.462 1.500 -0.254 0.307
N -1.354 1.035 -0.807 -0.360
H 1.189 1.350 1.023 0.269
H 0.260 2.845 1.154 0.250
H 1.359 2.542 -0.256 0.257
C -2.475 -0.410 -3.609 -0.719
C -3.596 -0.789 -2.760 0.301
N -4.503 -1.081 -2.118 -0.346
H -1.562 -0.386 -3.020 0.268
H -2.680 0.563 -4.044 0.251
H -2.372 -1.165 -4.388 0.244
C 2.469 -1.572 3.532 -0.722
C 2.792 -0.930 2.263 0.299
N 3.049 -0.446 1.249 -0.348
H 1.436 -1.902 3.555 0.260
H 2.632 -0.866 4.347 0.255
H 3.160 -2.401 3.679 0.259
```

The following is a quantum chemistry calculation of a molecular structure, C4H3ClNO, from OMol25.

Properties
* total charge: +1
* max |F|: 3.98 eV Å⁻¹
* HOMO-LUMO gap (alpha / beta): 8.20 / 8.20 eV
* relative energy (zero: lowest compared OMol25 entry of this formula, charge and spin): 47.6 kcal/mol
* LUMO level (alpha / beta): -5.52 / -5.52 eV
* total energy: -20243.187 eV

Geometry as XYZ:
```
10
Properties=species:S:1:pos:R:3:nbo_charge:R:1
C -2.570 1.034 -0.363 0.315
C 1.128 0.179 1.094 0.830
C 1.699 -1.132 -0.781 0.122
C 0.668 -0.773 0.255 -0.863
N -1.852 0.147 -0.388 -0.374
O 1.810 1.049 1.237 -0.276
Cl 2.938 -0.041 -1.025 0.174
H -3.504 1.594 -0.495 0.293
H 0.254 -1.761 0.575 0.352
H -0.572 -0.297 -0.108 0.426
```